Below is a molecular structure, C15H30BiN3O8PS3Sb, with properties calculated with wB97M-V/def2-TZVPD.

Properties
Molecular weight (g mol⁻¹): 838.33
Gap between HOMO and LUMO (spin up / spin down) (eV): 7.175 / 5.939
2S+1: 2
Net charge: -1
E (eV): -91070.4384
⟨S²⟩: 0.76

Geometry as XYZ:
```
62
C15H30BiN3O8PS3Sb wB97M-V/def2-TZVPD
Bi 0.64343 0.77932 1.53707
O 0.03096 4.62214 0.51321
C -0.25233 3.48372 0.19583
O -0.65075 2.54744 1.01156
C -0.21226 3.11609 -1.29279
C -0.99609 1.85452 -1.66900
C -1.28206 1.84566 -3.17517
C 0.11703 1.50125 -3.74760
C 0.94008 1.38645 -2.46030
O -0.00676 0.80802 -1.54403
C 1.20131 2.78129 -1.85742
C 2.37413 2.67628 -0.88220
O 3.48326 3.01382 -1.28091
O 2.14498 2.09678 0.24191
H -0.60826 3.99039 -1.81050
H -1.83956 1.63462 -1.02134
H -2.01747 1.08085 -3.42707
H -1.66174 2.80765 -3.51961
H 0.10230 0.54907 -4.27914
H 0.51284 2.26271 -4.41893
H 1.82419 0.75372 -2.52380
H 1.49830 3.48010 -2.63664
N 0.67767 -2.07575 2.41605
C 1.21579 -3.08466 1.51953
C 1.04552 -2.67693 0.05587
N 1.57809 -1.36745 -0.27122
C 3.00685 -1.24798 -0.50309
C 3.82017 -1.09785 0.77935
N 3.29789 0.00409 1.56456
H 1.02752 -2.15370 3.36777
H -0.33437 -2.11542 2.47278
H 0.74321 -4.06953 1.64193
H 2.27012 -3.22436 1.75247
H -0.02594 -2.65509 -0.16097
H 1.48545 -3.47007 -0.57285
H 1.04456 -0.92841 -1.00724
H 3.16889 -0.35099 -1.10649
H 3.40864 -2.10170 -1.07406
H 4.87189 -0.96526 0.49223
H 3.77673 -2.00949 1.37340
H 3.48059 0.90567 1.12493
H 3.64789 0.03643 2.51410
S 1.40486 -0.90941 5.87283
Sb 0.34060 0.94158 5.01592
S -1.35282 0.35459 3.50623
S 1.76384 2.08246 3.49383
C -2.35749 -1.74225 -2.05392
O -3.21514 -1.16022 -1.07220
P -2.44018 -0.73580 0.31618
O -2.36254 -2.15967 1.09752
C -3.54338 -2.81875 1.56534
O -3.70904 -0.08271 1.06251
C -3.76618 1.35231 1.15877
H -2.95167 -1.89962 -2.95162
H -1.96917 -2.70644 -1.71426
H -1.51604 -1.08052 -2.28112
H -3.25820 -3.83667 1.82418
H -4.31250 -2.83744 0.79185
H -3.92284 -2.30638 2.44801
H -4.35678 1.58404 2.04107
H -4.25871 1.75576 0.27166
H -2.76934 1.78167 1.27506
```

Below is 2 unconnected molecules or ions with the total composition C4H13NO3 at a distorted geometry, with properties calculated with wB97M-V/def2-TZVPD.

Properties
Molecular weight (g mol⁻¹): 123.15
Gap between HOMO and LUMO (eV): 9.808
SMILES: C[C@@H](O)CNCO.O
E (eV): -11989.3431

Geometry as XYZ:
```
21
C4H13NO3 wB97M-V/def2-TZVPD
C 1.30157 3.46012 0.32738
C 0.43846 2.24830 0.33210
O 0.23922 1.79121 -0.92405
C 0.88048 1.07713 1.35179
N 0.07050 -0.12358 1.43781
C 0.32573 -1.18103 0.49538
O -0.32556 -0.96059 -0.82397
H 0.84393 4.36888 -0.06311
H 2.06126 3.03927 -0.46547
H 1.87626 3.60298 1.34444
H -0.55149 2.65821 0.66282
H 1.11488 1.36671 -1.28167
H 0.92495 1.68587 2.30009
H 1.93569 0.64239 1.26398
H -0.89040 0.06258 1.69955
H 1.42049 -1.13928 0.18857
H -0.35813 -2.02514 0.81873
H -0.43396 0.03249 -0.90168
O -2.57717 -5.45939 -1.72711
H -1.82086 -5.41077 -1.18069
H -2.98552 -4.61615 -1.68900
```

Below is 3 unconnected molecules or ions with the total composition C6H12IN at a distorted geometry, with properties calculated with wB97M-V/def2-TZVPD.

Properties
Molecular weight (g mol⁻¹): 225.07
Gap between HOMO and LUMO (eV): 9.830
E (eV): -16004.5811

Geometry as XYZ:
```
20
C6H12IN wB97M-V/def2-TZVPD
C 1.23025 -0.03519 -2.10711
C -1.24449 -1.54288 -0.91091
C 0.62998 -1.78231 0.75457
C -1.18987 -0.04664 1.08658
C -0.18580 2.10949 -1.86295
C -0.63850 -1.04361 0.42085
N 0.67672 0.94997 -1.84795
I 2.64367 1.86194 2.14009
H -0.62959 -1.24611 -1.74006
H -2.26001 -1.17425 -1.07799
H -1.47649 -2.56096 -0.86240
H 1.12099 -1.64535 1.80951
H 1.35022 -1.62648 -0.01041
H 0.49182 -2.79343 0.59218
H -0.61526 0.32342 1.88138
H 2.60228 1.80994 0.58790
H -2.16922 0.26465 0.69003
H 0.35995 2.98143 -1.64707
H -1.00547 1.90078 -1.19317
H -0.47055 2.22637 -2.88935
```

Below is C15H19N3OS in the gas phase, with properties calculated with wB97M-V/def2-TZVPD.

Properties
Molecular weight (g mol⁻¹): 289.40
Gap between HOMO and LUMO (eV): 8.092
SMILES: Oc1ccccc1/C=N/NC(=S)N[C@H]1C[C@@H]2CC[C@H]1C2
E (eV): -33216.2056

Geometry as XYZ:
```
39
C15H19N3OS wB97M-V/def2-TZVPD
O -2.57459 1.50468 0.07494
C -3.06639 2.31147 -0.88357
C -4.33325 2.86021 -0.70617
C -4.87750 3.69204 -1.66309
C -4.16671 3.99040 -2.81859
C -2.91286 3.45270 -3.00662
C -2.33485 2.60835 -2.05185
C -1.01765 2.07653 -2.29461
N -0.40219 1.31749 -1.46172
N 0.82293 0.86244 -1.76270
C 1.58030 0.08746 -0.92028
S 3.06491 -0.34867 -1.50108
N 1.01569 -0.17966 0.26305
C 1.40108 -1.02111 1.38018
C 0.55114 -2.31764 1.42662
C 1.60514 -3.41935 1.56344
C 2.24937 -3.30111 2.94958
C 3.11988 -2.03423 2.82201
C 2.83880 -1.55848 1.39107
C 2.71131 -2.89110 0.65393
H -1.68892 1.21367 -0.22151
H -4.87065 2.61662 0.19666
H -5.86040 4.11112 -1.51038
H -4.59425 4.64067 -3.56598
H -2.35463 3.68149 -3.90314
H -0.54612 2.35474 -3.24190
H 1.26246 1.11105 -2.64859
H 0.08521 0.20850 0.36487
H 1.22485 -0.41017 2.27366
H -0.16241 -2.31529 2.24950
H -0.00135 -2.43457 0.49296
H 1.22415 -4.41374 1.33724
H 1.50036 -3.21225 3.73604
H 2.85925 -4.17814 3.16520
H 4.17736 -2.27179 2.93211
H 2.86823 -1.27753 3.56462
H 3.57304 -0.85657 1.00901
H 3.62463 -3.47959 0.69804
H 2.40461 -2.78066 -0.38293
```

Below is 2 unconnected molecules or ions with the total composition C2H5Cl3SSi at a distorted geometry, with properties calculated with wB97M-V/def2-TZVPD.

Properties
Molecular weight (g mol⁻¹): 195.57
Gap between HOMO and LUMO (spin up / spin down) (eV): 5.844 / 5.869
E (eV): -58436.1808

Geometry as XYZ:
```
12
C2H5Cl3SSi wB97M-V/def2-TZVPD
C -0.45358 0.28422 -0.14211
C 0.14388 -1.05476 0.22961
Si -2.84853 -2.24840 -2.01810
S -1.02546 -2.18838 1.01016
Cl -2.61184 -0.89931 -3.44701
Cl -2.34027 -4.13387 -2.55698
Cl -4.72802 -1.93276 -1.29358
H -0.57712 1.00872 0.74654
H 0.00995 0.86208 -1.02466
H -1.46846 0.27975 -0.43868
H 0.98060 -0.94392 0.77210
H 0.46851 -1.64098 -0.66749
```

Below is 2 unconnected molecules or ions with the total composition C2H9N3 at a distorted geometry, with properties calculated with wB97M-V/def2-TZVPD.

Properties
Molecular weight (g mol⁻¹): 75.11
Gap between HOMO and LUMO (eV): 10.092
SMILES: [H]/N=C/N.CN
E (eV): -6689.8378

Geometry as XYZ:
```
14
C2H9N3 wB97M-V/def2-TZVPD
H -1.15334 -1.51457 -1.97116
N -1.16615 -0.50508 -1.86373
C -1.27392 -0.20992 -0.62796
N -1.48657 1.07835 -0.24052
H -1.05800 -0.88371 0.19535
H -1.48877 1.35174 0.72181
H -1.72638 1.73150 -0.96812
C 1.95730 0.46919 1.24060
N 1.47169 -0.87800 1.06790
H 3.00656 0.57911 0.92711
H 1.37862 1.12156 0.58548
H 1.86597 0.83732 2.25838
H 1.90783 -1.56210 1.66339
H 1.45758 -1.16717 0.10403
```

Question: Which formula does entry 6 have?
Answer: C2H9N3